ORCA calculation (wB97M-V/def2-TZVPD) on a structure of composition C9H7Cl2NO3RhTl in a non-equilibrium geometry.

Last column: Mulliken charge in e.
Cartesian coordinates (Å):
C: 0.72 1.72 -5.66  0.436
C: -1.24 0.08 0.88  -0.197
H: -1.97 0.50 0.17  0.491
C: 0.96 -0.43 1.36  0.226
C: 2.19 3.02 -0.27  0.029
Rh: 0.00 0.61 -4.37  0.391
H: 2.02 -0.41 1.06  0.516
N: 0.06 0.11 0.53  -0.192
O: 1.05 -1.82 -5.81  -0.050
Cl: -0.88 -0.96 -2.81  -0.263
C: -1.68 -0.48 2.10  -0.484
C: -1.14 -1.64 4.31  -1.102
Cl: -0.60 2.59 -3.14  0.012
O: 2.61 4.01 0.10  0.040
O: 1.16 2.45 -6.46  -0.037
Tl: 1.29 0.77 -1.76  0.993
C: 0.60 -1.01 2.59  -0.531
C: -0.75 -1.03 2.99  0.934
H: -0.84 -2.69 4.36  0.444
H: -2.22 -1.58 4.47  0.422
H: 1.39 -1.43 3.21  0.526
H: -0.64 -1.11 5.13  0.444
C: 0.66 -0.85 -5.30  0.448
H: -2.74 -0.46 2.32  0.503

Properties
* <S²>: 6.0324
* total charge: +4
* LUMO energy (alpha / beta): -15.95 / -20.37 eV
* spin multiplicity: 5
* HOMO energy (alpha / beta): -23.64 / -23.42 eV
* E_tot: -49771.565 eV



ORCA calculation (wB97M-V/def2-TZVPD) on a structure of composition C22H28Cl4N2O4Yb in a non-equilibrium geometry.

Last column: Mulliken charge in e.
Cartesian coordinates (Å):
H: 2.21 -1.90 1.37  0.388
H: -0.90 -3.14 -3.54  0.266
C: 2.11 -0.06 -0.97  -0.221
H: 2.65 3.11 2.52  0.533
H: -1.69 2.33 -4.82  0.431
H: -2.23 3.36 -1.35  0.409
C: -1.83 -1.21 -1.57  -0.109
H: 0.82 4.48 3.52  0.423
H: 1.91 4.14 0.30  0.343
H: 1.71 1.68 3.01  0.308
H: 2.27 1.85 1.31  0.374
O: -0.10 -3.83 -0.32  -0.417
H: 0.65 5.20 1.01  0.325
H: -0.43 -3.04 3.84  0.274
C: -1.72 1.25 -2.96  1.087
H: -0.89 3.19 -3.49  0.257
N: -0.45 2.31 1.23  -0.453
C: -1.82 1.23 -1.56  -0.147
H: -1.67 0.03 -4.74  0.104
C: -2.03 -2.46 -0.77  -1.157
C: 1.79 -2.41 2.24  -1.967
Yb: 0.03 0.01 1.71  0.404
C: -1.73 2.53 -3.74  -1.558
H: -2.67 3.08 -3.54  0.345
Cl: 0.31 0.05 4.23  -0.591
C: -1.87 0.01 -0.89  -0.779
C: 0.89 4.17 0.70  -1.043
C: 0.52 -3.15 1.88  2.206
O: -0.03 3.82 -0.37  -0.409
C: 1.88 2.39 2.18  -1.932
H: -0.95 -4.42 2.81  0.447
Cl: 4.22 -1.58 -1.81  -0.163
H: -2.68 -3.04 -3.56  0.341
H: -2.24 -3.34 -1.39  0.374
H: 2.53 -3.14 2.61  0.533
H: 1.81 -4.19 0.40  0.346
Cl: 4.37 -0.07 0.67  -0.135
N: -0.51 -2.28 1.24  -0.464
C: 0.62 3.17 1.83  2.179
H: 0.50 -5.21 1.10  0.327
O: 1.60 -0.08 -2.09  -0.571
H: -2.06 0.00 0.19  1.575
O: 1.52 -0.03 0.17  0.283
H: -0.79 4.49 2.77  0.445
C: 0.05 3.85 3.07  -1.858
C: -2.00 2.48 -0.74  -1.175
H: -2.89 -2.30 -0.09  0.272
H: -0.29 3.11 3.80  0.270
C: -0.81 2.83 0.09  0.596
C: -1.75 -2.48 -3.77  -1.567
C: 0.78 -4.19 0.78  -1.045
C: -1.70 0.02 -3.64  -1.545
C: 3.71 -0.09 -0.98  0.698
C: -0.10 -3.80 3.12  -1.867
H: -2.84 2.31 -0.03  0.262
H: 0.65 -4.45 3.60  0.421
C: -1.73 -1.21 -2.98  1.142
H: 1.63 -1.68 3.06  0.314
C: -0.87 -2.82 0.10  0.603
Cl: 4.27 1.34 -1.86  -0.164
H: -1.72 -2.27 -4.84  0.431

Properties
* <S²>: 0.7550
* total charge: -1
* LUMO energy (alpha / beta): 2.55 / 2.53 eV
* energy relative to the best compared isomer or geometry (same formula, charge and spin): 0.0 kJ/mol
* spin multiplicity: 2
* HOMO energy (alpha / beta): -0.10 / -3.75 eV
* E_tot: -116062.530 eV



ORCA calculation (wB97M-V/def2-TZVPD) on a structure of composition C20H44N3NiOP2 in a non-equilibrium geometry.

Last column: Mulliken charge in e.
Cartesian coordinates (Å):
C: -1.66 -0.04 -0.03  0.945
H: -0.89 -1.99 1.75  0.004
C: 1.86 2.49 -1.56  -0.958
H: 2.36 3.42 -1.25  0.385
C: 2.67 -1.15 -1.40  -0.884
H: 0.48 4.52 -2.77  0.306
C: 0.42 3.10 0.94  0.374
H: 1.66 2.54 -2.65  0.492
C: 1.86 -2.36 -1.86  -0.940
H: -0.48 -5.19 -2.17  0.245
C: -1.00 3.22 -1.79  0.577
H: 3.61 1.25 -1.86  0.507
P: 0.21 2.25 -0.72  1.085
C: -0.70 -3.06 1.56  -0.970
P: 0.21 -2.23 -1.00  1.041
C: -1.00 -3.05 -2.19  0.682
H: 1.47 -4.95 -0.46  0.308
C: 1.08 0.67 4.75  -0.731
H: 1.34 -2.82 0.96  0.355
C: 2.67 1.23 -1.25  -0.878
C: 0.42 -3.28 0.54  0.279
H: -1.65 3.25 1.65  0.230
H: -2.73 -2.31 -1.04  0.239
H: -0.23 5.17 0.64  0.269
H: -1.09 -1.74 4.47  0.244
H: -2.05 -0.20 4.47  0.292
H: -1.08 0.09 -3.45  -0.130
H: 1.66 -2.27 -2.95  0.471
N: 1.88 0.06 -1.56  0.080
Ni: 0.00 0.00 -0.68  -1.097
H: -1.08 2.54 -2.66  0.359
H: -1.22 4.95 -3.08  0.460
N: 0.00 0.00 1.32  -0.674
H: 3.01 1.27 -0.18  0.210
C: -0.70 2.76 1.93  -1.057
H: 2.05 0.20 4.47  0.300
O: -2.73 -0.07 0.46  -0.467
C: -0.52 -4.34 -2.87  -1.441
C: 0.69 -4.77 0.30  -1.574
H: -0.37 -0.11 -3.77  0.135
C: -2.39 3.31 -1.14  -1.420
H: 1.34 2.60 1.30  0.357
H: -2.39 -4.05 -0.82  0.249
H: 1.03 -5.24 1.24  0.432
H: 1.47 4.88 0.15  0.310
H: 2.36 -3.32 -1.68  0.395
H: -1.22 -4.61 -3.68  0.461
C: -2.39 -3.23 -1.55  -1.414
H: 1.03 4.96 1.88  0.433
H: -2.73 2.34 -0.75  0.232
H: 3.01 -1.32 -0.35  0.214
C: 0.00 0.00 2.58  0.563
H: -0.48 5.33 -1.51  0.243
H: -0.43 -3.53 2.52  0.492
H: -0.43 3.10 2.94  0.417
H: 3.61 -1.09 -2.01  0.495
H: -1.65 -3.52 1.22  0.130
H: -0.23 -5.29 -0.02  0.284
C: -1.08 -0.67 4.75  -0.697
C: 0.69 4.61 0.89  -1.585
H: -0.89 1.67 1.98  -0.026
H: 1.10 1.74 4.47  0.248
H: -2.39 4.04 -0.31  0.254
H: -3.13 3.66 -1.89  0.468
H: -0.96 -0.59 5.85  0.311
H: 0.96 0.59 5.85  0.319
H: -1.08 -2.27 -2.97  0.229
H: 0.48 -4.23 -3.32  0.308
C: -0.52 4.58 -2.31  -1.408
N: 0.00 0.00 4.05  0.176
H: -3.13 -3.48 -2.34  0.459

Properties
* <S²>: 2.0225
* total charge: +1
* LUMO energy (alpha / beta): -2.83 / -2.94 eV
* spin multiplicity: 3
* HOMO energy (alpha / beta): -9.48 / -10.28 eV
* E_tot: -87583.197 eV



Q: What is the total charge in the third record?
A: +1



Q: What is the spin multiplicity in the third record?
A: 3



Q: What is the formula in the third record?
A: C20H44N3NiOP2